# 1
This record from OMol25 describes a structure of composition C8H9NO5Y in a non-equilibrium geometry. The level of theory is ωB97M-V with the def2-TZVPD basis set.

Properties
Frontier orbital gap (alpha / beta) in eV: 7.466 / 7.466
Net charge: +3
Highest occupied orbital energy (alpha / beta) in Eh: -0.832 / -0.832
Lowest unoccupied orbital energy (alpha / beta) in eV: -15.18 / -15.18

```
24
Properties=species:S:1:pos:R:3:forces:R:3:mulliken_charge:R:1
Y 0.0280 0.0761 -0.0040 6.644 11.624 0.738 1.038
O -2.4835 -1.7902 -0.3441 0.347 0.415 -0.016 0.124
O 1.7331 0.8483 1.1748 0.171 -0.483 -0.716 -0.709
O 0.7178 -0.4230 -2.9725 -0.473 0.434 1.983 0.132
O 1.4858 -2.5587 0.7353 -0.133 0.548 -0.037 0.098
O -0.7277 0.4416 2.9598 0.227 0.122 -0.301 0.125
N 3.8542 1.4591 1.6045 -1.451 -0.897 -1.584 -0.292
C 0.4474 -0.2528 -1.8905 2.867 -3.098 -14.398 0.024
C 2.9567 0.9499 0.7566 0.955 1.026 2.331 0.858
C -1.6620 1.5118 -0.6251 -0.574 3.914 -0.817 -0.405
C 3.3170 0.5191 -0.6211 0.324 0.029 -0.211 -0.973
C -0.5124 2.2331 -0.4504 -3.878 3.018 -1.244 -0.344
C -0.4766 0.2956 1.8837 -3.875 0.647 12.034 -0.047
C 0.9435 -1.6208 0.4653 4.796 -10.220 2.586 0.089
C -1.5984 -1.1220 -0.2255 -7.407 -6.172 -0.633 0.211
H 4.8161 1.5587 1.3153 0.248 0.128 0.117 0.266
H 2.7461 1.1120 -1.3649 0.363 -0.116 0.320 0.225
H -2.4264 1.4681 0.1574 0.161 -0.177 0.137 0.421
H -1.9929 1.2089 -1.6236 0.178 -0.204 -0.008 0.437
H 3.5829 1.7514 2.5440 0.092 -0.077 -0.225 0.280
H 4.3870 0.6844 -0.7955 -0.270 -0.160 -0.292 0.431
H 0.1073 2.5218 -1.3043 0.256 -0.346 -0.021 0.366
H -0.3264 2.7808 0.4776 0.212 -0.349 0.136 0.363
H 3.1063 -0.5596 -0.7657 0.222 0.393 0.122 0.281
```
Forces are in eV/Å.


# 2
This record from OMol25 describes a cluster of 2 separate species, C2H3F3NO in total in a non-equilibrium geometry. The level of theory is ωB97M-V with the def2-TZVPD basis set.

Properties
Frontier orbital gap (alpha / beta) in eV: 7.199 / 7.196
Net charge: -1
Highest occupied orbital energy (alpha / beta) in Eh: -0.099 / -0.099
Relative energy (zero: lowest compared OMol25 entry of this formula, charge and spin) in eV: 2.2381
Lowest unoccupied orbital energy (alpha / beta) in eV: 4.50 / 4.50

```
10
Properties=species:S:1:pos:R:3:forces:R:3:nbo_charge:R:1
F 1.6943 -0.5474 0.8294 0.645 0.233 -0.968 -0.367
F 0.5916 0.2259 2.5084 -0.273 0.035 0.199 -0.413
F -1.4573 1.1679 0.8915 0.472 -0.622 -0.045 -0.404
O -1.5081 -1.5373 -1.0451 1.145 2.039 -0.216 -0.611
N -1.0587 -0.3367 -1.3529 -0.374 -1.089 0.732 -0.199
C 0.4133 -0.2874 1.1957 -0.488 -1.205 1.737 0.484
C -0.2453 0.7040 0.3190 0.098 0.853 -0.726 -0.001
H 0.4132 1.6581 0.3131 -0.707 -1.570 -0.442 0.125
H -0.1157 -0.4324 -1.8055 -0.215 -0.108 0.420 0.252
H -0.0173 -1.3209 1.3884 -0.303 1.434 -0.690 0.135
```
Forces are in eV/Å.


# 3
This record from OMol25 describes a structure of composition C4H3LiOSc in a non-equilibrium geometry. The level of theory is ωB97M-V with the def2-TZVPD basis set.

Properties
Expectation value of S²: 0.766
Frontier orbital gap (alpha / beta) in eV: 5.393 / 5.752
Net charge: +2
Highest occupied orbital energy (alpha / beta) in Eh: -0.602 / -0.605
Relative energy (zero: lowest compared OMol25 entry of this formula, charge and spin) in eV: 7.6688
Spin multiplicity: 2
Lowest unoccupied orbital energy (alpha / beta) in eV: -10.98 / -10.72

```
10
Properties=species:S:1:pos:R:3:forces:R:3:nbo_charge:R:1
Sc 0.7400 1.6417 0.8270 -1.764 -0.786 -0.867 1.964
O 1.1363 -0.1749 0.1588 0.112 1.268 0.540 -0.951
C -2.2873 -0.3389 -0.6545 -1.217 1.305 3.510 -0.328
C -2.0271 0.9888 -0.7520 -1.006 -0.483 0.412 -0.307
C -2.0166 1.7219 0.3088 4.066 2.029 0.539 -0.163
C 2.3635 -0.7328 0.1136 -0.812 0.389 0.021 0.045
Li -0.2631 -1.2190 -0.5246 -0.932 -0.672 -0.468 0.953
H -3.1176 0.0681 0.4310 0.825 -2.914 -3.769 0.341
H 2.4913 -1.5649 0.8140 0.518 0.294 -0.411 0.225
H 2.9805 -0.3900 -0.7221 0.211 -0.429 0.493 0.221
```
Forces are in eV/Å.


# 4
This record from OMol25 describes a cluster of 2 separate species, FH3N2OS in total in a non-equilibrium geometry. The level of theory is ωB97M-V with the def2-TZVPD basis set.

Properties
Expectation value of S²: 2.006
Frontier orbital gap (alpha / beta) in eV: 9.037 / 7.357
Highest occupied orbital energy (alpha / beta) in Eh: -0.301 / -0.339
Relative energy (zero: lowest compared OMol25 entry of this formula, charge and spin) in eV: 0.0000
Spin multiplicity: 3
Lowest unoccupied orbital energy (alpha / beta) in eV: 0.85 / -1.88

```
8
Properties=species:S:1:pos:R:3:forces:R:3:nbo_charge:R:1
S -2.1931 -1.7402 -0.2322 -0.179 -1.580 -0.121 0.372
F 2.2499 -0.7924 0.4946 -0.221 -1.485 -0.901 -0.571
O -1.6032 -0.2828 -0.1562 -1.788 2.198 0.184 -0.547
N -0.2488 -0.1337 -0.2501 2.598 0.507 0.022 0.031
N -0.0266 1.2208 -0.1857 -0.192 -1.663 -0.668 -0.611
H 1.9238 -1.5355 -0.0228 0.411 1.599 1.014 0.573
H -0.8470 1.7305 -0.0131 -1.344 0.853 0.244 0.363
H 0.7451 1.5333 0.3655 0.715 -0.429 0.226 0.389
```
Forces are in eV/Å.


# 5
This record from OMol25 describes a structure of composition C36H25BrCl2F6N4O8RuS4 in a non-equilibrium geometry. The level of theory is ωB97M-V with the def2-TZVPD basis set.

Properties
Expectation value of S²: 6.008
Frontier orbital gap (alpha / beta) in eV: 7.827 / 7.639
Highest occupied orbital energy (alpha / beta) in Eh: -0.322 / -0.317
Spin multiplicity: 5
Lowest unoccupied orbital energy (alpha / beta) in eV: -0.94 / -0.99

```
87
Properties=species:S:1:pos:R:3:forces:R:3:mulliken_spin:R:1
Ru -0.3052 0.3311 0.8722 -0.233 0.088 -0.018 3.401
Br -6.5279 5.6642 -2.2195 -0.389 0.252 -0.158 0.000
Cl 3.4018 2.7197 -1.9661 0.286 0.056 0.075 0.001
Cl -0.1567 0.8124 -5.5373 -0.532 -0.228 -0.279 0.000
S -2.7284 -0.3539 3.3974 1.101 -0.053 0.607 0.015
S 4.2829 1.9432 1.5664 -0.379 -0.567 -0.350 -0.017
S -4.0483 -2.6171 2.4506 -1.116 0.404 0.524 0.000
S -1.0645 -1.7460 -0.5302 -0.642 -0.029 0.263 0.085
F -1.8386 -3.6746 3.5536 -0.075 -0.082 0.400 0.000
F -2.3430 -4.5635 1.6412 -0.632 0.796 1.166 0.000
F -4.0345 1.4803 4.7386 0.125 -0.173 -1.003 0.000
F -3.5788 1.9724 2.6325 -0.942 -0.656 0.841 0.001
F -5.2492 0.6146 3.1653 0.846 0.118 -0.083 0.000
F -3.5960 -5.0043 3.3731 0.706 0.529 0.032 0.000
O -4.9449 -2.5058 3.5816 1.114 -0.181 -0.645 0.000
O -1.3392 2.5384 0.8801 1.015 -0.031 0.655 0.086
O -4.6105 -2.9780 1.1879 0.333 0.046 -0.106 0.000
O 1.4996 -0.4726 -0.7466 0.531 0.871 0.963 0.116
O -1.5198 0.3367 2.9659 -0.165 0.447 -0.596 0.026
O -2.2796 0.8484 -0.1988 0.363 1.006 0.702 0.083
O -2.6672 -0.7931 4.7491 -0.266 -0.649 0.446 0.003
O -0.0559 -1.6002 -1.8474 -0.067 0.109 -1.413 0.008
N -3.0498 -1.3760 2.2759 -0.568 -0.545 -0.423 0.005
N 2.4000 0.9978 -4.4246 -0.115 1.899 -0.849 0.000
N 1.7714 1.4555 1.3454 1.941 -1.145 -0.491 0.013
N 0.4811 -1.7385 1.9566 0.637 0.972 0.192 0.009
C -0.2203 -3.1253 0.1178 0.896 0.602 2.085 0.020
C -0.1993 -4.3224 -0.5282 -1.127 2.549 -0.717 -0.018
C 1.9924 -1.4223 -2.9993 -0.690 -0.872 1.003 0.012
C 4.8245 0.7643 -4.2771 0.051 0.727 -0.357 0.000
C 1.1642 -1.5730 3.0708 -1.077 0.844 1.279 0.008
C -2.8699 -4.0222 2.8075 -0.292 -1.096 -1.265 0.000
C 1.8201 -2.6365 3.6852 0.963 -1.650 0.468 0.000
C -5.2211 3.1825 -1.8705 1.009 1.426 2.336 -0.002
C 1.8530 -3.8770 3.1213 -0.181 0.669 0.085 0.003
C 1.4704 1.7013 -3.6134 -0.642 -0.560 -1.046 -0.006
C 1.1581 -1.0481 -1.7270 0.308 -1.617 -1.941 -0.020
C 1.9371 2.5094 2.2057 -1.881 -0.200 0.250 0.029
C 5.9212 -0.0131 -3.9119 0.229 0.681 -0.391 0.001
C 3.3422 -0.8023 -3.1959 0.485 -0.538 0.712 0.001
C -3.5485 4.2433 0.1568 2.201 2.342 1.536 0.006
C 1.1453 -5.2430 1.1667 -0.298 -0.502 0.272 0.000
C 0.5041 -5.3542 -0.0301 1.070 -2.770 0.190 -0.001
C 0.7562 3.0725 -1.8380 -0.707 1.703 1.254 0.028
C 2.9780 1.0040 0.9229 -1.266 2.246 1.322 0.051
C 1.7941 2.4813 -2.5087 -0.972 -0.860 -0.390 0.000
C -0.9040 2.3189 -3.3983 1.733 -0.287 -0.367 -0.003
C 1.2016 -0.2786 3.8995 -1.060 -1.113 -1.515 0.013
C 1.1717 -4.0807 1.9207 -0.716 1.501 -1.332 -0.006
C 3.5312 0.3902 -3.9077 0.564 -1.488 0.063 0.000
C 0.1191 1.6586 -4.0742 1.310 0.391 1.384 0.001
C -3.3344 2.9932 -0.3296 0.231 -1.440 0.860 0.034
C -2.2578 2.0728 0.1954 -0.731 -0.518 -1.304 -0.064
C -0.5764 3.0815 -2.2905 1.245 -0.580 -0.277 -0.003
C -4.0051 0.9887 3.4825 -0.161 0.986 -0.245 0.002
C -4.1918 2.4585 -1.2490 -1.087 -1.395 -1.708 0.010
C -5.2750 4.5194 -1.3946 -0.414 -0.414 -1.215 0.001
C 4.4614 -1.5263 -2.7641 -0.076 0.790 -0.505 0.001
C -4.4418 5.0885 -0.4403 -1.321 0.884 -0.281 -0.001
C 0.5002 -2.9519 1.3445 -0.245 -0.309 0.056 0.079
C 5.7273 -1.1484 -3.1344 0.944 0.779 -0.087 -0.002
C 3.1862 2.9113 2.4454 0.737 0.734 -0.137 0.001
H -2.8807 4.6981 0.9398 -0.640 -0.872 -0.754 0.003
H -4.5766 6.1803 -0.1813 0.268 -1.572 -0.165 0.000
H 1.5227 -6.1249 1.6078 0.774 -0.850 0.311 0.000
H 2.0428 -2.5769 -3.0387 -0.064 1.814 0.281 0.000
H 6.6384 -1.6325 -2.8065 -0.289 -0.480 0.096 0.000
H 1.1497 -0.4829 4.9294 -0.037 -0.664 1.332 0.000
H 2.5780 1.5662 -5.2664 0.056 -0.651 0.453 0.000
H -1.2972 3.7257 -1.8397 -0.356 0.041 0.494 0.000
H -6.0120 2.7972 -2.4955 0.324 -0.137 -0.216 0.000
H 2.4071 -4.6597 3.5882 0.181 -0.562 0.229 0.000
H 3.0994 0.2819 0.1444 0.166 -0.322 0.101 0.000
H 4.3683 -2.4093 -2.1886 -0.422 -0.808 0.500 0.000
H 3.4374 3.8332 2.9591 0.278 -0.475 0.131 -0.013
H 2.3374 -2.5612 4.6359 -0.131 0.588 -0.098 0.001
H 4.9004 1.7191 -4.8464 0.271 -0.894 0.401 0.000
H -1.8461 2.1910 -3.8336 -1.550 0.311 -0.179 0.000
H -4.0061 1.3976 -1.4539 -0.322 0.419 -0.212 0.004
H 2.1267 0.1478 3.7111 1.996 1.053 -0.280 0.002
H 1.3338 -1.1354 -3.7994 -0.300 0.063 -0.640 -0.002
H 0.5558 -6.3346 -0.5212 -0.226 0.538 0.052 0.000
H 6.9557 0.2628 -4.2101 -0.957 -0.088 0.204 0.000
H 1.0397 3.6672 -0.9499 -0.430 -0.310 -0.532 -0.002
H 1.0505 2.9344 2.6921 0.341 -0.126 -0.457 0.002
H 0.4380 0.4430 3.7115 -0.461 0.167 -0.496 -0.009
H -0.7759 -4.2344 -1.4112 -0.379 -1.079 -1.081 0.001
```
Forces are in eV/Å.


Number 1: molar mass 288.07 g/mol, E_tot -21171.426 eV. Number 2: molar mass 114.05 g/mol, E_tot -13809.482 eV. Number 3: molar mass 118.96 g/mol, E_tot -27121.538 eV. Number 4: molar mass 98.10 g/mol, E_tot -18624.168 eV. Number 5: molar mass 1135.75 g/mol, E_tot -217391.512 eV.